Formula: C15H15Cl3N2O2
Source: the Open Molecules 2025 dataset
Level of theory: wB97M-V/def2-TZVPD

Each line ends with the Löwdin charge.
CARTESIAN COORDINATES (ANGSTROEM)
1 Cl -1.022 -1.962 1.882  0.613
2 Cl 0.263 -3.161 -0.406  0.625
3 Cl -2.588 -2.709 -0.421  0.614
4 O -4.214 1.974 -0.362  0.046
5 O 1.308 -0.095 -2.226  0.074
6 N 0.518 -0.203 -0.115  0.077
7 N -1.783 0.256 0.016  -0.024
8 C -1.858 1.493 -0.757  -0.124
9 C 4.469 0.492 1.266  -0.037
10 C -2.931 2.364 -0.201  -0.274
11 C -2.885 3.537 0.491  -0.023
12 C 6.620 1.766 1.007  -0.050
13 C 3.618 1.285 -1.238  -0.007
14 C -4.989 2.899 0.228  -0.122
15 C 4.840 1.710 -0.758  -0.033
16 C 1.500 0.036 -1.035  -0.454
17 C 5.282 1.322 0.502  -0.275
18 C -1.025 -2.059 0.113  -1.519
19 C 3.239 0.072 0.797  -0.022
20 C 2.797 0.473 -0.460  -0.139
21 C -0.790 -0.661 -0.486  -0.525
22 C -4.230 3.887 0.768  -0.063
23 H -2.056 1.290 -1.823  0.137
24 H 0.658 0.015 0.859  0.120
25 H 4.806 0.168 2.240  0.112
26 H 3.276 1.574 -2.220  0.119
27 H -6.049 2.744 0.194  0.118
28 H -4.575 4.752 1.296  0.099
29 H 6.811 2.802 0.735  0.080
30 H 6.683 1.665 2.088  0.076
31 H -0.898 2.006 -0.675  0.130
32 H 7.405 1.154 0.562  0.087
33 H -0.779 -0.756 -1.590  0.148
34 H -2.007 4.085 0.765  0.109
35 H -2.699 -0.181 0.045  0.082
36 H 5.464 2.347 -1.368  0.114
37 H 2.643 -0.597 1.403  0.111

Force components x, y, z for each atom (eV/Å):
0.0 -0.1 0.2
-0.1 0.1 0.0
0.0 0.0 -0.1
0.1 -0.5 -0.3
0.1 0.1 -0.3
-0.1 0.1 0.1
-0.2 -0.1 0.1
-0.3 -0.1 -0.1
0.1 0.1 0.0
0.8 0.7 0.2
0.1 -0.6 -0.4
0.0 0.0 0.0
-0.2 -0.1 0.0
-0.2 0.8 0.5
0.0 0.0 0.1
-0.3 -0.1 0.2
-0.1 0.0 0.0
0.1 -0.3 0.0
-0.1 0.0 -0.2
0.4 0.1 0.0
0.1 0.1 -0.4
-0.5 -0.3 -0.2
0.1 0.1 0.1
0.0 0.1 -0.1
0.0 0.0 0.1
0.0 0.0 -0.1
-0.1 -0.1 -0.1
-0.2 0.2 0.1
0.1 0.1 0.0
0.1 0.0 0.1
-0.1 0.1 -0.1
0.1 0.0 0.0
0.0 -0.1 0.4
0.2 0.1 0.0
0.1 0.0 0.0
0.1 0.1 -0.1
-0.1 -0.1 0.1

Structure (SMILES): Cc1ccc(C(=O)N[C@H](NCc2ccco2)C(Cl)(Cl)Cl)cc1
Kohn-Sham gap, eV: 9.30
LUMO, hartree: 0.0198
Energy relative to the best compared isomer or geometry (same formula, charge and spin), kcal per mole: 2.6
M, u: 361.66
Total energy, eV: -60441.1660
HOMO, eV: -8.756
Total charge: 0